{"formula": "C3H4CoO3", "method": "ωB97M-V/def2-TZVPD", "symbols": ["O", "C", "O", "Co", "O", "C", "H", "C", "H", "H", "H"], "positions_angstrom": [[1.03753, -1.27969, 0.46034], [-0.20824, -0.92512, 0.11938], [-0.84162, -1.82401, -0.48823], [-2.14655, -0.30854, -0.18740], [-1.87634, 0.61419, -1.84313], [-1.67377, 1.85391, -2.01881], [-2.20984, 2.42531, -1.18117], [1.82393, -0.31874, 1.15135], [1.18166, 0.43577, 1.62407], [2.50853, 0.17282, 0.44623], [2.40470, -0.84592, 1.91738]], "atomic_forces_ev_per_a": [[1.146, -0.322, 0.233], [-1.720, -0.405, 0.243], [0.934, -0.342, 0.274], [0.604, 0.211, 0.169], [-0.211, -0.686, -1.289], [-1.210, 0.792, 1.716], [0.786, 0.760, -1.121], [-0.208, 0.114, -0.114], [0.108, -0.138, -0.141], [-0.127, -0.066, 0.185], [-0.101, 0.082, -0.155]], "multiplicity": 5, "charge": -1, "max_force_ev_per_a": 2.24, "lumo_ev": [3.3, 3.6], "homo_lumo_gap_ev": [4.159, 6.484], "e_tot_ha": -1725.0020}

***

{"formula": "C5H10F2O", "method": "ωB97M-V/def2-TZVPD", "symbols": ["C", "C", "C", "F", "C", "C", "O", "F", "H", "H", "H", "H", "H", "H", "H", "H", "H", "H"], "positions_angstrom": [[0.95610, 0.89707, 1.33010], [0.20955, 0.73596, -0.03519], [1.12033, 0.46478, -1.19597], [-0.37957, 1.92024, -0.17766], [-0.98870, -0.37753, 0.03666], [-0.62291, -1.80303, 0.16150], [-1.90886, -0.07625, -1.20382], [-1.74674, 0.01930, 1.10528], [1.84031, 1.51498, 1.22256], [1.38722, -0.02506, 1.68583], [0.42513, 1.37339, 2.07785], [1.82604, 1.27567, -1.23635], [0.52768, 0.45895, -2.09090], [1.70934, -0.51512, -1.04733], [-1.56743, -2.26836, 0.27133], [0.00455, -2.09963, 0.99925], [-0.38993, -2.26782, -0.74770], [-2.40213, 0.77246, -1.15544]], "atomic_forces_ev_per_a": [[1.473, -1.380, -2.016], [0.215, -2.766, 2.132], [0.903, -1.386, 0.694], [-1.400, 2.138, -0.976], [-0.482, 4.509, -2.025], [-1.113, -0.118, 0.133], [1.733, -1.455, 1.749], [-0.106, -0.355, 0.416], [0.166, 0.349, -0.616], [-0.213, -0.608, 0.247], [-1.701, 0.600, 1.346], [0.436, 0.300, -0.170], [-0.124, -0.264, -0.559], [-1.028, 1.457, -0.337], [-1.236, -0.642, 0.850], [0.162, 0.470, -0.172], [1.347, -0.188, -1.458], [0.967, -0.661, 0.763]], "multiplicity": 1, "max_force_ev_per_a": 4.97, "lumo_ev": 0.9, "homo_lumo_gap_ev": 11.402, "e_tot_ha": -471.4578}

***

{"formula": "C5H26N10O8", "method": "ωB97M-V/def2-TZVPD", "symbols": ["N", "C", "N", "O", "H", "H", "H", "H", "N", "C", "N", "O", "H", "H", "H", "H", "N", "C", "N", "O", "H", "H", "H", "H", "N", "C", "N", "O", "H", "H", "H", "H", "N", "C", "N", "O", "H", "H", "H", "H", "O", "H", "H", "O", "H", "H", "O", "H", "H"], "positions_angstrom": [[14.97468, -7.26885, -24.66283], [15.72181, -8.33705, -24.25974], [16.30595, -9.08195, -25.23225], [15.75817, -8.66937, -23.07351], [15.12872, -6.85943, -25.56491], [14.18851, -6.99592, -24.10546], [16.04198, -8.91465, -26.18294], [17.00326, -9.74248, -24.89865], [15.55402, -1.81741, -22.84543], [16.61255, -2.66206, -22.63837], [16.31567, -3.97887, -22.78324], [17.71923, -2.24072, -22.33340], [15.70270, -0.82820, -22.90952], [14.62347, -2.14079, -23.03321], [15.50267, -4.22569, -23.31682], [17.07187, -4.64730, -22.73868], [16.97358, -8.96523, -19.11494], [16.95815, -9.22021, -17.77778], [15.98526, -8.54504, -17.08463], [17.76206, -9.95623, -17.22865], [16.36773, -8.25722, -19.48510], [17.74634, -9.29076, -19.66136], [15.24886, -8.10808, -17.60984], [16.03010, -8.34017, -16.10696], [16.60410, -11.28788, -22.35361], [17.24968, -11.93292, -23.35188], [17.25278, -13.29538, -23.28149], [17.85101, -11.30168, -24.22366], [16.42936, -10.30197, -22.48833], [16.22329, -11.75642, -21.55215], [16.44221, -13.73157, -22.87816], [17.75921, -13.82358, -23.96712], [21.06230, -5.17187, -20.51466], [20.00573, -4.64174, -21.19022], [20.21042, -3.44615, -21.78935], [18.93710, -5.26650, -21.27447], [20.96233, -6.16135, -20.29895], [21.91072, -4.66411, -20.35700], [19.40372, -2.90874, -22.10571], [21.08655, -2.98600, -21.62145], [20.19760, -7.83750, -19.83593], [19.37037, -7.65657, -20.32591], [20.31558, -8.78903, -19.89365], [18.32210, -5.86260, -24.00501], [18.86389, -5.72570, -23.20961], [18.69208, -5.26118, -24.65768], [18.11240, -7.80623, -21.57715], [17.46990, -8.02743, -22.26382], [18.16981, -6.83014, -21.58349]], "atomic_forces_ev_per_a": [[0.144, 0.142, -0.305], [-0.489, -0.855, -0.295], [-0.198, 1.011, 0.836], [0.256, 0.371, 0.283], [-0.219, 0.001, -0.028], [0.117, 0.136, 0.120], [0.397, -0.231, -0.163], [0.094, -0.424, -0.480], [-0.256, 0.226, -0.112], [-0.237, -0.061, -0.124], [-0.114, 0.111, 0.148], [0.104, 0.236, -0.045], [0.262, -0.032, 0.145], [0.078, -0.150, 0.022], [0.063, -0.183, 0.008], [-0.013, 0.060, -0.078], [-0.692, -0.222, 0.258], [0.883, -0.104, 0.547], [-0.852, 0.268, -0.543], [-0.046, 0.101, -0.079], [0.338, 0.084, -0.322], [-0.025, 0.042, -0.112], [0.054, 0.184, 0.173], [0.283, -0.400, 0.088], [-0.152, -0.339, 0.030], [0.493, 0.758, 0.031], [-0.246, -0.376, 0.300], [-0.101, -0.313, -0.170], [-0.138, 0.187, 0.045], [0.012, -0.053, -0.056], [0.130, -0.146, 0.049], [-0.029, 0.202, -0.206], [-0.731, -0.127, -0.297], [0.704, -0.093, 0.271], [-0.024, 0.017, -0.014], [-0.078, 0.292, -0.361], [0.318, 0.082, 0.349], [0.061, -0.111, -0.053], [-0.055, -0.122, 0.172], [-0.085, 0.143, -0.078], [-0.139, 0.257, 0.048], [0.413, -0.391, 0.167], [0.049, 0.006, -0.034], [0.081, -0.007, -0.044], [-0.061, -0.048, -0.007], [0.013, 0.011, -0.028], [-0.305, 0.390, -0.204], [-0.141, -0.185, 0.033], [0.082, -0.343, 0.116]], "multiplicity": 1, "max_force_ev_per_a": 1.33, "lumo_ev": 0.3, "homo_lumo_gap_ev": 9.587, "e_tot_ha": -1355.8362}

***

{"formula": "C5H8O", "method": "ωB97M-V/def2-TZVPD", "symbols": ["C", "C", "C", "C", "C", "O", "H", "H", "H", "H", "H", "H", "H", "H"], "positions_angstrom": [[0.25874, -1.71219, 0.26426], [-0.23922, -0.35236, -0.12868], [-0.35150, 0.77276, 0.90654], [0.32672, 1.66762, -0.12953], [-0.91650, -0.01521, -1.39806], [0.64284, 0.52068, -0.99524], [-0.59116, -2.26179, 0.68785], [1.05267, -1.68315, 1.01835], [0.60718, -2.26365, -0.61350], [-1.37040, 1.03394, 1.19568], [0.27056, 0.60885, 1.79173], [-0.34221, 2.33438, -0.67251], [1.25203, 2.16465, 0.16769], [-0.59974, -0.81452, -2.09455]], "atomic_forces_ev_per_a": [[-0.020, -0.001, -0.071], [-0.087, -0.159, 0.084], [-0.081, 0.020, 0.105], [0.015, 0.236, 0.082], [0.137, -0.264, 0.086], [0.100, 0.014, -0.201], [0.121, 0.063, -0.042], [-0.112, 0.078, -0.110], [-0.035, 0.094, 0.111], [0.132, -0.020, -0.064], [-0.110, -0.014, -0.133], [0.130, -0.050, 0.075], [-0.105, -0.116, -0.018], [-0.086, 0.121, 0.096]], "multiplicity": 1, "max_force_ev_per_a": 0.31, "lumo_ev": 1.0, "homo_lumo_gap_ev": 9.018, "e_tot_ha": -270.3814}

***

Please write out number 2 again, unchanged.
{"formula": "C5H10F2O", "method": "ωB97M-V/def2-TZVPD", "symbols": ["C", "C", "C", "F", "C", "C", "O", "F", "H", "H", "H", "H", "H", "H", "H", "H", "H", "H"], "positions_angstrom": [[0.95610, 0.89707, 1.33010], [0.20955, 0.73596, -0.03519], [1.12033, 0.46478, -1.19597], [-0.37957, 1.92024, -0.17766], [-0.98870, -0.37753, 0.03666], [-0.62291, -1.80303, 0.16150], [-1.90886, -0.07625, -1.20382], [-1.74674, 0.01930, 1.10528], [1.84031, 1.51498, 1.22256], [1.38722, -0.02506, 1.68583], [0.42513, 1.37339, 2.07785], [1.82604, 1.27567, -1.23635], [0.52768, 0.45895, -2.09090], [1.70934, -0.51512, -1.04733], [-1.56743, -2.26836, 0.27133], [0.00455, -2.09963, 0.99925], [-0.38993, -2.26782, -0.74770], [-2.40213, 0.77246, -1.15544]], "atomic_forces_ev_per_a": [[1.473, -1.380, -2.016], [0.215, -2.766, 2.132], [0.903, -1.386, 0.694], [-1.400, 2.138, -0.976], [-0.482, 4.509, -2.025], [-1.113, -0.118, 0.133], [1.733, -1.455, 1.749], [-0.106, -0.355, 0.416], [0.166, 0.349, -0.616], [-0.213, -0.608, 0.247], [-1.701, 0.600, 1.346], [0.436, 0.300, -0.170], [-0.124, -0.264, -0.559], [-1.028, 1.457, -0.337], [-1.236, -0.642, 0.850], [0.162, 0.470, -0.172], [1.347, -0.188, -1.458], [0.967, -0.661, 0.763]], "multiplicity": 1, "max_force_ev_per_a": 4.97, "lumo_ev": 0.9, "homo_lumo_gap_ev": 11.402, "e_tot_ha": -471.4578}